Entry 1:
{
  "formula": "C39H76F3MgNO25",
  "method": "ωB97M-V with the def2-TZVPD basis set",
  "elements": ["Mg", "N", "O", "O", "O", "C", "O", "O", "C", "F", "F", "F", "C", "C", "H", "H", "H", "H", "H", "H", "C", "C", "C", "O", "C", "H", "H", "H", "H", "H", "H", "H", "H", "C", "C", "C", "O", "C", "H", "H", "H", "H", "H", "H", "H", "H", "C", "C", "C", "O", "C", "H", "H", "H", "H", "H", "H", "H", "H", "C", "C", "C", "O", "C", "H", "H", "H", "H", "H", "H", "H", "H", "C", "C", "C", "O", "C", "H", "H", "H", "H", "H", "H", "H", "H", "C", "O", "C", "O", "O", "C", "H", "H", "H", "H", "H", "H", "C", "O", "C", "O", "O", "C", "H", "H", "H", "H", "H", "H", "C", "O", "C", "O", "O", "C", "H", "H", "H", "H", "H", "H", "C", "O", "C", "O", "O", "C", "H", "H", "H", "H", "H", "H", "C", "O", "C", "O", "O", "C", "H", "H", "H", "H", "H", "H"],
  "xyz": [[8.44718, 8.70804, 18.86370], [6.19155, 6.50439, 19.53885], [5.02471, 6.38334, 19.20980], [6.92176, 7.41119, 19.02564], [6.70905, 5.75324, 20.37445], [6.21814, 10.91240, 18.37094], [5.73598, 10.22610, 17.24516], [7.37394, 10.31983, 18.72341], [6.26068, 12.44802, 18.13619], [5.40340, 12.88995, 17.18875], [5.98915, 13.07533, 19.30154], [7.46881, 12.91234, 17.71819], [4.36267, 10.09019, 17.01306], [4.25245, 9.27010, 15.72979], [4.97675, 8.46775, 15.87512], [3.25145, 8.83741, 15.67241], [4.40149, 9.82117, 14.80254], [3.84176, 11.04097, 16.83200], [3.71224, 9.64163, 17.77308], [5.49542, 10.70280, 19.17668], [8.04320, 16.44901, 16.68738], [7.05853, 16.29646, 15.52609], [5.81949, 16.95550, 16.07411], [6.27798, 17.93576, 16.97659], [7.35571, 17.34452, 17.71973], [8.98331, 16.84251, 16.28680], [8.37850, 15.54947, 17.21214], [6.94445, 15.23821, 15.26787], [7.44856, 16.68800, 14.58584], [5.12064, 16.26725, 16.58272], [5.08907, 17.41764, 15.40297], [6.84304, 16.69706, 18.43632], [7.95819, 18.12261, 18.17493], [6.62048, 12.88204, 24.13992], [7.48233, 11.88450, 23.36347], [6.41716, 11.56898, 22.28976], [5.19416, 11.42435, 22.95827], [5.19862, 12.32969, 24.08669], [6.71579, 13.89268, 23.73341], [7.01265, 12.90998, 25.16032], [7.62342, 11.03500, 24.03142], [8.35544, 12.23868, 22.82453], [6.60325, 10.71758, 21.63034], [6.28453, 12.41502, 21.59717], [5.14492, 11.71106, 24.98784], [4.36674, 13.01665, 23.95462], [9.97187, 13.02396, 15.78958], [11.02089, 13.69653, 16.66320], [11.12686, 15.14093, 16.10175], [10.59205, 15.05006, 14.79504], [9.51669, 14.15224, 14.85153], [9.08419, 12.69546, 16.34043], [10.37563, 12.10550, 15.36524], [11.92199, 13.10097, 16.48374], [10.91562, 13.57459, 17.74269], [12.15199, 15.50679, 16.05833], [10.56201, 15.88794, 16.67103], [9.16660, 13.77643, 13.88946], [8.62949, 14.61847, 15.29820], [0.19231, 6.21995, 13.37201], [1.22188, 6.72350, 14.40195], [0.45478, 7.97610, 14.89304], [-0.90964, 7.62838, 14.89230], [-1.10175, 6.43250, 14.17965], [0.26526, 5.17742, 13.06573], [0.22542, 6.89263, 12.51476], [2.19720, 6.85744, 13.93777], [1.30175, 5.99126, 15.20780], [0.68514, 8.79450, 14.20184], [0.84270, 8.26580, 15.87058], [-1.92157, 6.42423, 13.45343], [-1.32078, 5.60621, 14.86485], [-0.42300, 7.34983, 20.84610], [0.53817, 6.69844, 19.84622], [1.25549, 7.90205, 19.15872], [0.56704, 9.02737, 19.66650], [0.13331, 8.76935, 20.98482], [-0.46978, 6.78554, 21.78240], [-1.47198, 7.39997, 20.54701], [-0.07305, 6.09464, 19.17603], [1.26137, 6.03283, 20.31926], [0.96223, 7.74862, 18.11972], [2.33411, 7.88536, 19.30804], [-0.57344, 9.50327, 21.36114], [0.99200, 8.70002, 21.66890], [8.98817, 5.71027, 16.26071], [8.91885, 6.70766, 15.22887], [8.68544, 7.93204, 15.62615], [8.62288, 8.35023, 16.76340], [8.61209, 8.73854, 14.59274], [8.22084, 10.08692, 14.84786], [8.06904, 5.61125, 16.83963], [9.83036, 5.94177, 16.90969], [9.11744, 4.75516, 15.75988], [8.96122, 10.54477, 15.49677], [7.19310, 10.07913, 15.20961], [8.21190, 10.67954, 13.93407], [12.70904, 8.93830, 18.37814], [12.35818, 10.26189, 18.76515], [11.08747, 10.51356, 18.91152], [10.17558, 9.71257, 18.83772], [10.96437, 11.72751, 19.43745], [9.69863, 12.09843, 19.99207], [13.79500, 8.86395, 18.43484], [12.52256, 8.66635, 17.33812], [12.30359, 8.17429, 19.03754], [8.99987, 11.27402, 20.10923], [9.23315, 12.84314, 19.34586], [9.88511, 12.56702, 20.95704], [7.34216, 19.25660, 21.27316], [6.99700, 17.95870, 20.83932], [5.90166, 17.34664, 21.27591], [5.15289, 17.81574, 22.09785], [5.78281, 16.20146, 20.65385], [4.60070, 15.43002, 20.86146], [6.87362, 19.47371, 22.23381], [7.07481, 20.06943, 20.59814], [8.42372, 19.24394, 21.39360], [4.47774, 14.88970, 19.92543], [3.75879, 16.04278, 21.16565], [4.73502, 14.61236, 21.57375], [5.55412, 6.11428, 14.48494], [5.07576, 5.02925, 13.70701], [5.06940, 3.82970, 14.29223], [5.05727, 3.58934, 15.46707], [4.96437, 2.92914, 13.31753], [5.00610, 1.53585, 13.60350], [6.54903, 5.99816, 14.91399], [4.90798, 6.20194, 15.36286], [5.51789, 7.03196, 13.90782], [4.96488, 1.01558, 12.65102], [4.15173, 1.26269, 14.21821], [5.96332, 1.29407, 14.06317], [3.60537, 7.07809, 25.30740], [4.83133, 7.08605, 24.63767], [5.08719, 7.60912, 23.46582], [6.07146, 7.36213, 22.82597], [4.16973, 8.53687, 23.12257], [3.97940, 8.87116, 21.74533], [3.37529, 6.06379, 25.63625], [2.75197, 7.44255, 24.73555], [3.55605, 7.65029, 26.23765], [3.45808, 9.82369, 21.70596], [3.34275, 8.10720, 21.30380], [4.92968, 8.99191, 21.22887]],
  "homo_lumo_gap_ev": 8.42,
  "relative_energy_ev": 1.8170,
  "e_lumo_ev": -0.5,
  "e_homo_ev": -8.9
}

Entry 2:
{
  "formula": "C39H76N5O11",
  "method": "ωB97M-V with the def2-TZVPD basis set",
  "elements": ["C", "C", "C", "C", "C", "C", "N", "N", "N", "N", "C", "O", "O", "N", "C", "C", "C", "C", "O", "O", "H", "H", "H", "H", "H", "H", "H", "H", "H", "H", "H", "H", "H", "H", "H", "H", "H", "H", "H", "H", "C", "C", "C", "O", "C", "H", "H", "H", "H", "H", "H", "H", "H", "C", "C", "C", "O", "C", "H", "H", "H", "H", "H", "H", "H", "H", "C", "C", "C", "O", "C", "H", "H", "H", "H", "H", "H", "H", "H", "C", "C", "C", "O", "C", "H", "H", "H", "H", "H", "H", "H", "H", "C", "C", "C", "O", "C", "H", "H", "H", "H", "H", "H", "H", "H", "C", "C", "C", "O", "C", "H", "H", "H", "H", "H", "H", "H", "H", "C", "C", "C", "O", "C", "H", "H", "H", "H", "H", "H", "H", "H"],
  "xyz": [[1.92460, -1.16095, 0.33012], [1.07734, -1.78058, -0.71510], [-0.20110, -1.33802, -0.95072], [-0.98991, -1.93136, -1.94180], [-2.38190, -1.47775, -2.24922], [-2.68480, -0.00521, -1.93202], [-2.94375, 0.23534, -0.47664], [-3.90900, 0.27359, -2.66669], [-1.68169, 0.86532, -2.52012], [-0.43870, -2.95049, -2.60803], [-1.20893, -3.66762, -3.63864], [-2.26745, -4.41007, -3.07567], [-1.80369, -5.07267, -1.91557], [0.79451, -3.42106, -2.43538], [1.54330, -2.85660, -1.51831], [2.93832, -3.36880, -1.37451], [3.88537, -2.46322, -2.21066], [5.22804, -2.31513, -1.56014], [5.56537, -2.89094, -0.57940], [6.04943, -1.47528, -2.23758], [2.16963, -1.89650, 1.09806], [1.43230, -0.34397, 0.84639], [2.88233, -0.82664, -0.05826], [-0.58636, -0.53326, -0.35173], [-3.11659, -2.12566, -1.76966], [-2.58025, -1.55752, -3.31193], [-2.69153, -0.57224, 0.08023], [-2.36493, 1.00783, -0.16722], [-4.64930, -0.33020, -2.33808], [-4.16320, 1.24025, -2.49918], [-0.93781, 1.09456, -1.87270], [-2.11625, 1.74199, -2.79178], [-0.53164, -4.35073, -4.14733], [-1.57311, -2.97192, -4.38366], [-2.12481, -4.52980, -1.18089], [2.98160, -4.35816, -1.81513], [3.25070, -3.40643, -0.33898], [4.00644, -2.90458, -3.19576], [3.43719, -1.47830, -2.31966], [6.44720, -0.86676, -1.60054], [2.95229, -7.38360, -5.28273], [1.63936, -8.15436, -5.18148], [0.63782, -7.02927, -4.97527], [1.15839, -5.88260, -5.66165], [2.52084, -6.13250, -6.03347], [3.74361, -7.92903, -5.79294], [3.30892, -7.12061, -4.28369], [1.43513, -8.67210, -6.12051], [1.62160, -8.88836, -4.37811], [0.54063, -6.77722, -3.91186], [-0.35167, -7.26623, -5.36745], [2.55931, -6.28625, -7.11593], [3.12547, -5.25861, -5.78727], [1.12269, 2.22443, 4.40796], [0.52614, 3.02750, 3.25474], [1.48912, 2.70526, 2.12145], [1.97774, 1.37956, 2.36667], [1.61153, 0.97252, 3.69776], [0.41355, 2.00532, 5.20353], [1.96635, 2.76478, 4.84192], [-0.47382, 2.65520, 3.01848], [0.45178, 4.09487, 3.45288], [2.34157, 3.39224, 2.11590], [1.01214, 2.73863, 1.13950], [0.81775, 0.22165, 3.62430], [2.46994, 0.51521, 4.18623], [3.52557, -2.91278, 6.94661], [2.30596, -2.83864, 7.86126], [1.54031, -1.66798, 7.26914], [1.83046, -1.66411, 5.86264], [2.91886, -2.55428, 5.59753], [4.01573, -3.88477, 6.94324], [4.26156, -2.16132, 7.24123], [1.71498, -3.75122, 7.77433], [2.55327, -2.69389, 8.91099], [1.87753, -0.71567, 7.69246], [0.46300, -1.75216, 7.41603], [2.52225, -3.44383, 5.09359], [3.62988, -2.06536, 4.92865], [-5.55078, 5.37480, -3.94296], [-5.25274, 5.61703, -2.46463], [-4.51978, 4.34729, -2.07997], [-3.82485, 3.90583, -3.25314], [-4.29286, 4.64093, -4.39298], [-5.73150, 6.28519, -4.51105], [-6.42505, 4.72860, -4.04778], [-4.58844, 6.47731, -2.35520], [-6.13927, 5.79237, -1.85842], [-5.21895, 3.55950, -1.77394], [-3.80022, 4.50519, -1.27523], [-3.50997, 5.34566, -4.69171], [-4.47111, 3.95136, -5.21807], [-0.86819, 7.67538, -1.63707], [-1.38933, 8.90645, -0.90299], [-2.68000, 8.38108, -0.29315], [-2.47370, 6.98775, -0.03319], [-1.27076, 6.55602, -0.68980], [0.20341, 7.69879, -1.82883], [-1.38513, 7.56343, -2.59443], [-0.69079, 9.19321, -0.11392], [-1.54710, 9.76982, -1.54715], [-3.51891, 8.48319, -0.99106], [-2.94317, 8.88314, 0.63801], [-0.50791, 6.39164, 0.07684], [-1.45273, 5.61337, -1.20578], [3.03148, 3.81812, -2.64339], [2.36656, 4.69075, -3.70397], [0.94222, 4.78765, -3.17692], [1.03265, 4.71527, -1.74872], [2.35155, 4.30658, -1.37154], [4.11488, 3.91844, -2.60764], [2.79162, 2.76600, -2.82076], [2.83140, 5.67861, -3.71828], [2.41679, 4.27737, -4.70962], [0.32929, 3.94995, -3.52864], [0.44763, 5.71768, -3.45809], [2.87518, 5.17097, -0.95004], [2.28401, 3.53658, -0.60316], [-2.93261, -4.07687, 7.09569], [-2.14697, -5.14623, 6.34181], [-0.71870, -4.83813, 6.76963], [-0.79856, -4.30179, 8.09179], [-2.16109, -3.99414, 8.40504], [-3.98322, -4.32226, 7.24029], [-2.87468, -3.12464, 6.56274], [-2.43877, -6.13937, 6.68932], [-2.28102, -5.11145, 5.26146], [-0.26195, -4.08395, 6.11579], [-0.07837, -5.72136, 6.77921], [-2.52465, -4.73192, 9.12711], [-2.20941, -3.00713, 8.86562]],
  "homo_lumo_gap_ev": 7.00,
  "charge": 1,
  "e_lumo_ev": -3.9,
  "e_homo_ev": -10.9
}

Entry 3:
{
  "formula": "C39H78BrN2O9Si2",
  "method": "ωB97M-V with the def2-TZVPD basis set",
  "elements": ["C", "C", "C", "C", "C", "C", "C", "C", "C", "C", "C", "C", "C", "C", "C", "C", "C", "C", "Si", "C", "C", "C", "N", "O", "Si", "Br", "C", "O", "O", "C", "C", "C", "N", "C", "C", "H", "H", "H", "H", "H", "H", "H", "H", "H", "H", "H", "H", "H", "H", "H", "H", "H", "H", "H", "H", "H", "H", "H", "H", "H", "H", "H", "H", "H", "H", "H", "H", "H", "H", "H", "H", "H", "H", "H", "H", "H", "H", "H", "H", "H", "H", "H", "H", "H", "H", "C", "O", "C", "C", "O", "C", "C", "O", "C", "H", "H", "H", "H", "H", "H", "H", "H", "H", "H", "H", "H", "H", "H", "C", "O", "C", "C", "O", "C", "C", "O", "C", "H", "H", "H", "H", "H", "H", "H", "H", "H", "H", "H", "H", "H", "H"],
  "xyz": [[5.32007, -5.40966, 3.17998], [3.94298, -5.87602, 2.53095], [4.14069, -6.99914, 1.45045], [4.42448, -6.48642, -0.02504], [4.62029, -4.94371, -0.17082], [5.34050, -4.58156, -1.54455], [6.88395, -4.90269, -1.38928], [7.81650, -3.65399, -1.58955], [7.38101, -2.39332, -0.75825], [8.31083, -2.05508, 0.47179], [7.85599, -2.87757, 1.74811], [7.10650, -2.00049, 2.82551], [5.75197, -1.41757, 2.28631], [4.84831, -0.79649, 3.43563], [3.55190, -1.65981, 3.69138], [2.26595, -0.78935, 4.00170], [1.84447, 0.01475, 2.68382], [0.32363, -0.23900, 2.35029], [-0.01163, -0.65846, 0.50241], [1.36787, 0.12151, -0.53344], [2.60803, -0.85423, -0.80687], [3.90286, 0.05575, -0.68016], [5.03142, -0.41245, -1.54371], [-1.56045, -0.00375, 0.20324], [-1.98636, -0.05613, -1.43862], [-1.91284, 2.05456, -2.34692], [-3.66352, -0.94032, -1.71238], [-3.75953, -1.78688, -2.61940], [-4.64928, -0.61220, -0.93832], [0.01535, -2.56643, 0.42850], [-0.51364, -3.39721, -0.64035], [-0.45780, -4.81751, -0.53025], [0.06787, -5.60710, 0.44256], [0.58320, -4.79226, 1.39880], [0.59153, -3.37266, 1.49563], [5.61577, -4.38292, 2.86836], [5.22859, -5.43350, 4.29533], [6.10269, -6.15437, 2.90035], [3.31718, -5.01862, 2.19155], [3.37615, -6.35190, 3.37635], [5.00557, -7.63696, 1.76630], [3.23444, -7.65268, 1.44071], [5.35497, -7.00737, -0.37685], [3.58528, -6.85032, -0.67369], [3.62622, -4.43823, -0.10668], [5.27415, -4.50329, 0.62511], [4.87004, -5.17298, -2.36853], [5.14082, -3.49973, -1.75319], [7.13229, -5.65845, -2.18148], [7.07391, -5.31654, -0.37106], [7.86245, -3.34510, -2.66501], [8.85709, -3.93831, -1.28148], [7.41154, -1.50247, -1.44088], [6.33541, -2.44592, -0.37154], [9.37733, -2.23901, 0.20321], [8.11661, -0.97391, 0.70933], [7.20082, -3.70521, 1.38969], [8.77326, -3.28394, 2.24664], [7.81511, -1.18268, 3.11664], [6.96368, -2.67096, 3.71518], [5.22867, -2.26876, 1.77834], [6.01604, -0.58853, 1.58656], [4.58377, 0.26221, 3.18352], [5.46680, -0.81705, 4.37203], [3.76793, -2.38130, 4.52222], [3.33670, -2.29936, 2.79202], [1.46284, -1.48270, 4.33866], [2.54725, -0.09447, 4.82714], [2.56402, -0.30462, 1.89810], [1.99602, 1.09257, 2.94064], [-0.21444, 0.73492, 2.51292], [-0.17384, -0.98172, 3.01789], [1.76769, 0.99412, 0.04635], [1.05989, 0.50941, -1.53157], [2.67415, -1.57236, 0.05398], [2.55055, -1.35931, -1.79295], [3.63965, 1.09519, -1.01838], [4.25047, 0.14773, 0.37454], [5.09089, 0.26244, -2.31223], [5.88301, -0.22129, -1.00401], [-0.96533, -0.84980, -2.15061], [-0.96420, -2.93491, -1.54105], [-0.91738, -5.38904, -1.37384], [1.07681, -5.34033, 2.24095], [1.03892, -2.88173, 2.38273], [-9.30105, 4.58368, -4.73523], [-9.03759, 3.21073, -4.53855], [-8.56210, 2.52116, -5.68312], [-7.15254, 1.94510, -5.53544], [-6.08370, 2.81598, -5.21197], [-6.11598, 3.52417, -3.97934], [-6.17387, 2.73145, -2.67428], [-7.31955, 1.92483, -2.54536], [-7.04118, 0.52718, -2.46699], [-10.37920, 4.74102, -4.84805], [-8.97394, 5.12996, -3.84746], [-8.77409, 4.99500, -5.60182], [-8.60583, 3.16183, -6.56924], [-9.24472, 1.68146, -5.85231], [-6.89369, 1.52230, -6.51405], [-7.14654, 1.08695, -4.86526], [-6.90134, 4.28095, -4.01422], [-5.18326, 4.09731, -3.95410], [-6.20340, 3.45701, -1.85174], [-5.26225, 2.14436, -2.54673], [-6.07392, 0.25651, -2.89004], [-7.82282, -0.00319, -3.01808], [-7.08161, 0.20780, -1.42502], [-3.09420, 7.79435, 1.61776], [-4.02548, 6.89129, 1.05834], [-4.34563, 5.77642, 1.87629], [-5.81263, 5.70840, 2.29986], [-6.38126, 6.80624, 2.99999], [-6.43691, 8.07651, 2.36839], [-7.20642, 8.21394, 1.05591], [-6.69413, 7.42032, 0.00210], [-7.58296, 6.43876, -0.49919], [-2.10682, 7.62752, 1.17594], [-3.40494, 8.81189, 1.36870], [-3.03059, 7.71423, 2.70746], [-3.70529, 5.74642, 2.76226], [-4.13110, 4.87912, 1.28755], [-5.89176, 4.85743, 2.98577], [-6.45106, 5.43382, 1.46176], [-5.42983, 8.48395, 2.27619], [-6.93440, 8.73245, 3.09085], [-7.11835, 9.25833, 0.73507], [-8.27232, 8.01721, 1.22362], [-8.37187, 6.17774, 0.21017], [-7.00787, 5.53914, -0.72277], [-8.03140, 6.79789, -1.43109]],
  "homo_lumo_gap_ev": 7.06,
  "charge": -1,
  "e_lumo_ev": 2.2,
  "e_homo_ev": -4.9
}